[1]
The following is a DFT calculation (ωB97M-V with the def2-TZVPD basis set) of a 5-piece molecular cluster, C41H91BrN5O6P2S overall at a distorted geometry.

Structure (XYZ):
```
147
Properties=species:S:1:pos:R:3:lowdin_charge:R:1
Br -0.89 -0.37 -3.43 0.804
S 0.05 2.83 -2.48 0.818
P -0.97 -2.36 1.57 1.000
P 3.13 1.85 0.66 1.010
O 3.08 4.33 -3.56 0.034
O -3.02 -5.91 -2.45 -0.182
O 4.61 0.93 0.78 -0.331
O 1.37 6.81 0.11 -0.181
O 5.61 -2.89 4.43 -0.179
O -8.36 -3.53 -1.79 -0.179
N 3.25 2.22 -2.56 -0.118
N 3.06 0.29 4.84 -0.008
N 0.71 0.90 1.87 -0.039
N -0.79 -0.77 0.82 -0.213
N -1.72 0.84 2.27 0.117
C -8.41 -1.23 -0.92 -0.084
C 0.57 9.12 0.36 -0.081
C -0.61 0.33 1.71 -0.252
C 7.15 -3.33 2.57 -0.076
C 1.75 6.90 -1.26 -0.279
C -8.47 -2.15 -2.13 -0.279
C -2.09 4.69 -2.58 -0.168
C 1.63 0.65 0.75 -0.354
C 5.52 3.15 -1.73 -0.091
C -10.76 -3.99 -1.57 -0.078
C 3.19 7.29 -1.47 -0.076
C 3.17 3.04 2.12 -0.253
C 0.88 0.55 -0.72 -0.364
C -0.09 -0.73 -0.48 -0.322
C -9.38 -4.06 -0.95 -0.279
C -0.11 -3.45 -2.29 -0.123
C -4.25 -5.21 -2.64 -0.286
C 1.19 0.67 3.25 -0.179
C -1.70 3.18 -3.02 -0.502
C 6.48 -3.27 5.49 -0.277
C 1.47 8.01 0.87 -0.286
C 0.16 1.93 -0.92 -0.443
C -0.32 4.21 3.36 0.019
C -1.14 -1.06 -1.61 -0.589
C -2.87 -2.64 1.62 -0.272
C 6.23 -2.35 3.27 -0.286
C -2.72 -6.66 -4.77 -0.077
C -0.48 -2.41 3.39 -0.407
C 3.38 2.57 -5.26 -0.015
C -5.48 -6.07 -2.39 -0.069
C -1.14 3.37 2.50 -0.117
C -1.41 -2.66 -1.82 -0.295
C 2.03 0.04 -1.68 -0.148
C 3.21 3.10 -3.77 -0.422
C 4.74 1.92 -2.42 -0.254
C 7.29 -2.12 6.05 -0.078
C -1.22 -3.73 4.00 -0.159
C 2.49 -0.18 3.51 -0.237
C 2.63 0.89 -2.86 -0.247
C -1.70 2.04 3.16 -0.146
C -2.79 -7.03 -3.29 -0.278
H -3.33 -2.43 0.61 0.036
H -1.39 5.11 -1.80 0.056
H 7.49 -2.92 1.62 0.078
H -0.94 1.77 -0.57 0.099
H 3.78 1.50 -5.32 0.081
H 7.13 -4.09 5.16 0.109
H -5.42 -6.55 -1.41 0.085
H -3.19 4.74 -2.26 0.072
H -3.54 -7.80 -3.11 0.109
H -0.89 -1.54 3.99 0.070
H -1.14 1.75 4.12 0.125
H 0.68 -3.48 -1.45 0.070
H 2.51 8.34 0.92 0.108
H 0.34 0.19 3.85 0.108
H 6.65 -4.28 2.39 0.085
H -0.74 -3.90 5.02 0.085
H 6.42 2.81 -1.14 0.078
H 0.62 -2.60 3.51 0.064
H 1.82 1.01 -3.67 0.083
H 4.89 0.93 -1.86 0.109
H 2.93 -0.37 -1.08 0.112
H -7.63 -1.93 -2.79 0.117
H 3.85 6.64 -0.89 0.079
H 5.23 1.75 -3.44 0.122
H 3.33 -0.55 5.38 0.076
H -0.46 8.77 0.25 0.081
H -2.31 -3.42 4.20 0.074
H -2.41 2.40 -2.59 0.062
H -5.58 -6.85 -3.14 0.071
H 2.34 -1.31 3.65 0.110
H 6.74 -1.42 3.51 0.110
H -4.24 -4.38 -1.93 0.104
H 6.64 -1.29 6.32 0.080
H 5.82 3.85 -2.59 0.083
H 3.44 0.25 -3.37 0.127
H -1.39 3.63 1.43 0.108
H 2.43 2.72 -5.87 0.097
H -1.13 -4.61 3.30 0.077
H -9.36 -3.57 0.03 0.106
H 4.75 3.70 -1.09 0.057
H 3.46 7.21 -2.52 0.078
H -2.41 -7.53 -5.36 0.080
H 0.78 4.01 3.55 0.048
H -2.16 -0.67 -1.24 0.105
H 0.65 -1.62 -0.45 0.113
H 8.02 -1.75 5.33 0.069
H -7.53 -1.45 -0.31 0.076
H -0.33 -4.53 -2.56 0.077
H 3.26 2.47 3.10 0.035
H -9.38 -1.97 -2.71 0.109
H 4.34 -0.01 0.69 0.030
H -2.01 -5.85 -4.93 0.078
H -3.70 -6.33 -5.14 0.069
H 2.02 -0.43 0.86 0.128
H 0.90 9.49 -0.62 0.068
H -3.35 -1.98 2.42 0.047
H -3.00 -3.76 1.86 0.056
H 2.28 0.70 5.39 0.064
H -9.29 -1.34 -0.28 0.068
H 2.28 3.74 2.07 0.032
H -1.83 -7.45 -2.99 0.117
H 1.64 -0.92 -2.20 0.102
H 4.20 3.21 -5.75 0.101
H 1.34 1.69 3.75 0.108
H -6.38 -5.45 -2.42 0.068
H 1.07 7.58 -1.80 0.110
H -2.13 -2.69 -2.72 0.092
H -9.12 -5.10 -0.78 0.117
H 0.55 2.67 -0.13 0.077
H 3.38 8.32 -1.15 0.068
H 5.84 -3.68 6.28 0.117
H -11.11 -2.95 -1.67 0.067
H -11.48 -4.52 -0.95 0.080
H -10.76 -4.43 -2.57 0.085
H 8.04 -3.55 3.18 0.071
H 3.34 -0.07 2.77 0.084
H 4.12 3.69 2.06 0.070
H -2.78 2.22 3.49 0.148
H -0.78 5.08 3.93 0.081
H 1.59 5.91 -1.69 0.098
H 1.17 7.75 1.88 0.111
H 7.84 -2.44 6.94 0.081
H 5.41 -2.09 2.59 0.102
H -1.98 -3.13 -0.96 0.066
H 0.41 -2.98 -3.20 0.063
H -2.62 0.37 2.06 0.162
H -1.73 3.14 -4.15 0.077
H 0.59 9.97 1.05 0.078
H -8.36 -0.18 -1.24 0.076
H -1.96 5.33 -3.52 0.080
H -4.27 -4.76 -3.64 0.109
```

Calculated values
Kohn-Sham gap ... 6.47 eV
HOMO ... -10.005 eV
DFT total energy ... -163166.5823 eV
2S+1 ... 1
Charge ... +1
Lowest unoccupied orbital energy ... -3.539 eV


[2]
The following is a DFT calculation (ωB97M-V with the def2-TZVPD basis set) of a 5-piece molecular cluster, C6H22O5 overall at a distorted geometry.

Structure (XYZ):
```
33
Properties=species:S:1:pos:R:3:lowdin_charge:R:1
O -15.55 19.28 3.65 -0.071
O -22.17 10.27 1.64 -0.039
O -23.22 18.51 2.35 -0.054
O -19.68 16.96 3.86 -0.048
O -16.33 14.63 4.91 -0.050
C -15.10 20.41 4.37 -0.471
C -20.77 11.96 0.70 -0.044
C -19.98 10.53 2.61 -0.059
C -14.68 21.62 3.45 -0.052
C -16.32 20.78 5.26 -0.048
C -20.86 10.62 1.41 -0.555
H -21.70 12.16 0.17 0.073
H -19.53 16.16 4.37 0.027
H -19.92 9.48 2.91 0.080
H -16.56 14.79 5.83 0.029
H -22.34 18.13 2.37 0.021
H -18.86 17.45 3.94 0.022
H -16.09 15.49 4.57 0.023
H -16.91 19.95 5.66 0.071
H -22.69 10.57 0.89 0.083
H -14.22 20.04 4.91 0.126
H -20.36 11.08 3.47 0.085
H -23.10 19.41 2.65 0.027
H -14.81 19.08 3.06 0.082
H -14.43 22.51 4.03 0.074
H -13.76 21.34 2.93 0.069
H -18.95 10.87 2.49 0.085
H -20.00 11.92 -0.06 0.080
H -16.93 21.48 4.68 0.073
H -20.60 9.79 0.75 0.130
H -15.94 21.33 6.13 0.071
H -20.55 12.81 1.35 0.081
H -15.48 21.92 2.78 0.078
```

Calculated values
Energy relative to the best compared isomer or geometry (same formula, charge and spin) ... 30.01 kcal/mol
Kohn-Sham gap ... 10.01 eV
HOMO ... -9.742 eV
DFT total energy ... -16815.3235 eV
2S+1 ... 1
Lowest unoccupied orbital energy ... 0.268 eV


[3]
The following is a DFT calculation (ωB97M-V with the def2-TZVPD basis set) of a 2-piece molecular cluster, C3H7NO overall at a distorted geometry.

Structure (XYZ):
```
12
Properties=species:S:1:pos:R:3:lowdin_charge:R:1
O -2.83 -0.73 -2.81 -0.007
N 1.86 0.77 0.15 0.200
C -3.06 -0.88 -1.63 -0.147
C 1.29 -0.22 -0.32 0.113
C 1.83 0.94 1.64 -0.011
H -3.28 0.06 -1.10 0.074
H 1.07 -0.60 -1.39 0.178
H 1.35 1.92 1.82 0.110
H 2.86 1.15 2.03 0.123
H 0.59 -0.82 0.33 0.165
H 1.33 0.22 2.30 0.120
H -3.03 -1.81 -1.04 0.081
```

Calculated values
Energy relative to the best compared isomer or geometry (same formula, charge and spin) ... 76.80 kcal/mol
Kohn-Sham gap (alpha / beta) ... 7.32 / 3.16 eV
Expectation value of S² ... 0.760
HOMO (alpha / beta) ... -13.048 / -13.048 eV
DFT total energy ... -6749.6903 eV
2S+1 ... 2
Charge ... +1
Lowest unoccupied orbital energy (alpha / beta) ... -5.732 / -9.889 eV


[4]
The following is a DFT calculation (ωB97M-V with the def2-TZVPD basis set) of a 4-piece molecular cluster, C16H33N2O10PS3 overall at a distorted geometry.

Structure (XYZ):
```
65
Properties=species:S:1:pos:R:3:lowdin_charge:R:1
S 1.15 -3.51 -3.64 0.674
S 2.47 2.95 0.66 0.682
S 0.26 -0.60 3.24 0.695
P -5.80 0.89 -1.26 0.905
O 2.81 1.97 1.67 -0.333
O 2.71 2.71 -0.75 -0.319
O 1.03 -2.94 -4.96 -0.312
O -0.26 0.17 2.13 -0.349
O 0.60 -2.00 3.12 -0.318
O -7.29 0.97 -2.15 -0.310
O -4.75 1.96 -2.12 -0.222
O -3.72 2.58 -0.17 0.031
O -2.28 2.37 -1.93 -0.041
O 0.88 -2.75 -2.44 -0.341
N -5.29 -0.78 -1.44 -0.177
N -1.91 1.19 -2.56 0.010
C 0.77 3.42 0.88 -0.218
C 2.76 -4.28 -3.49 -0.221
C -0.01 0.37 5.71 -0.217
C 2.00 5.46 1.40 -0.216
C 2.50 -5.78 -3.34 -0.219
C 0.83 4.59 1.86 -0.217
C 0.20 -5.02 -3.59 -0.233
C -1.48 -0.18 -0.38 -0.026
C 1.17 -6.09 -4.05 -0.225
C 0.41 0.12 -2.31 -0.032
C -1.08 0.46 -1.81 -0.230
C 3.18 4.52 1.12 -0.222
C 1.66 0.28 3.93 -0.228
C -3.59 2.29 -1.38 -0.508
C -0.82 -0.38 4.65 -0.220
C 1.04 1.21 4.97 -0.217
H -0.68 -4.93 -4.23 0.110
H 0.40 -0.81 -2.98 0.054
H 3.32 -6.37 -3.75 0.115
H 0.90 0.98 -2.85 0.085
H -5.59 -1.18 -2.35 0.030
H 2.31 -0.46 4.40 0.114
H -1.70 -1.27 -0.60 0.100
H 3.28 -3.88 -2.63 0.106
H -0.61 -0.06 0.34 0.036
H 1.73 5.99 0.48 0.120
H -0.11 5.15 1.87 0.120
H 3.32 -4.07 -4.40 0.107
H 3.79 4.37 2.01 0.105
H 1.80 1.60 5.65 0.118
H 2.41 -6.04 -2.28 0.119
H 1.31 -6.04 -5.13 0.121
H -5.60 -1.37 -0.66 0.034
H 1.09 -0.14 -1.42 0.091
H -1.68 0.21 4.32 0.107
H 0.50 -0.35 6.36 0.118
H -1.15 -1.35 5.01 0.104
H 1.02 4.22 2.87 0.110
H 3.80 4.89 0.30 0.104
H 2.18 0.81 3.13 0.061
H -0.65 0.99 6.33 0.115
H -0.11 -5.18 -2.55 0.110
H 0.19 2.58 1.26 0.095
H 2.26 6.21 2.14 0.115
H -7.23 0.31 -2.87 0.036
H 0.81 -7.10 -3.81 0.116
H 0.38 3.74 -0.09 0.116
H -2.39 0.33 0.09 0.071
H 0.56 2.05 4.47 0.112
```

Calculated values
Kohn-Sham gap ... 8.39 eV
HOMO ... -7.808 eV
DFT total energy ... -82372.1556 eV
2S+1 ... 1
Lowest unoccupied orbital energy ... 0.580 eV


[5]
The following is a DFT calculation (ωB97M-V with the def2-TZVPD basis set) of a 10-piece molecular cluster, C8H37NO9 overall at a distorted geometry.

Structure (XYZ):
```
55
Properties=species:S:1:pos:R:3:lowdin_charge:R:1
O 30.81 38.30 1.71 -0.162
O 32.71 41.16 4.01 -0.166
O 30.56 42.95 7.54 -0.133
O 32.12 35.86 3.76 -0.144
O 31.77 40.38 7.84 -0.152
O 34.48 38.09 5.68 -0.155
O 28.76 38.89 4.80 -0.146
O 31.60 36.29 7.31 -0.148
O 32.97 38.43 3.43 -0.376
N 31.47 38.61 5.61 0.277
C 32.71 40.33 8.90 -0.128
C 34.90 39.36 6.13 -0.164
C 33.18 35.21 4.42 -0.180
C 28.17 37.88 3.97 -0.112
C 30.74 42.96 6.12 -0.131
C 31.17 37.62 0.53 -0.178
C 32.33 41.82 2.79 -0.143
C 32.65 35.92 8.22 -0.117
H 32.24 35.75 9.23 0.081
H 31.72 41.17 2.16 0.075
H 30.48 38.63 5.31 0.090
H 30.36 37.72 -0.20 0.070
H 33.21 42.15 2.24 0.074
H 32.79 40.21 3.80 0.006
H 33.42 39.53 8.69 0.059
H 30.72 41.93 5.78 0.064
H 33.26 41.26 9.01 0.086
H 28.96 37.44 3.37 0.069
H 32.24 40.06 9.85 0.082
H 30.72 43.83 7.89 0.088
H 30.87 35.69 7.43 0.093
H 34.17 38.17 4.75 0.025
H 31.62 38.35 2.27 0.015
H 31.72 43.37 5.86 0.087
H 32.08 38.05 0.08 0.076
H 35.13 39.28 7.20 0.063
H 35.80 39.72 5.61 0.079
H 31.32 36.55 0.72 0.076
H 33.32 36.77 8.29 0.074
H 31.65 39.38 6.27 0.084
H 31.59 37.76 6.20 0.090
H 34.13 40.14 6.01 0.064
H 33.17 35.03 7.89 0.077
H 33.08 34.13 4.27 0.073
H 33.41 38.89 2.71 0.016
H 33.20 35.43 5.50 0.049
H 32.11 38.52 4.78 0.040
H 27.39 38.31 3.35 0.083
H 34.17 35.50 4.04 0.083
H 31.26 41.21 7.91 0.046
H 28.17 39.63 4.87 0.085
H 32.38 36.79 3.58 0.008
H 27.69 37.12 4.59 0.078
H 31.74 42.70 3.05 0.066
H 29.93 43.49 5.62 0.083
```

Calculated values
Energy relative to the best compared isomer or geometry (same formula, charge and spin) ... 0.00 kcal/mol
Kohn-Sham gap ... 9.48 eV
HOMO ... -9.088 eV
DFT total energy ... -28811.3042 eV
2S+1 ... 1
Lowest unoccupied orbital energy ... 0.397 eV